No. 1
Molecular formula: C15H18Br3HfN5S
Method: DFT, wB97M-V/def2-TZVPD

The geometry in XYZ format:
```
43
Properties=species:S:1:pos:R:3:forces:R:3
Hf -0.065 0.024 0.266 -0.714 -0.078 0.202
C -2.657 1.731 -3.194 2.381 0.811 0.172
C -1.832 0.914 -2.224 -0.997 -1.653 -0.991
N -1.124 1.357 -1.256 1.472 1.398 0.561
N -0.958 2.737 -1.163 -0.383 -0.309 -0.481
C -0.351 3.325 -0.128 -0.182 -1.730 0.486
N -0.342 4.588 0.055 -1.223 1.268 -1.693
S 0.331 2.332 1.090 0.478 -0.493 0.400
C -1.848 -0.597 -2.261 -0.832 1.283 0.059
C -2.574 -1.279 -3.202 -0.274 -2.351 -0.831
C -2.488 -2.722 -3.212 -0.700 1.747 1.429
C -1.812 -3.300 -2.136 -0.914 -3.340 -3.098
C -1.118 -2.558 -1.248 1.504 0.059 1.781
N -1.171 -1.207 -1.249 0.878 -0.199 -0.307
H -2.036 1.967 -4.133 -0.853 -0.309 1.208
H -2.879 2.679 -2.667 -0.540 -0.421 -0.723
H -3.531 1.192 -3.482 -0.690 -0.106 -0.170
H -1.363 3.241 -1.927 0.009 0.710 -0.248
H -0.900 5.208 -0.514 -0.018 0.206 -0.353
H 0.105 5.057 0.790 1.003 0.403 1.454
H -3.263 -0.878 -3.946 0.574 0.514 0.210
H -3.082 -3.341 -3.901 0.537 0.448 0.138
H -1.807 -4.443 -2.245 0.412 1.759 1.067
H -0.425 -3.093 -0.529 -1.005 0.875 -0.538
Br -0.942 -0.383 2.958 0.658 -0.659 -0.230
C -2.778 0.132 2.728 -0.254 1.366 0.748
Br -3.132 0.524 0.884 0.219 -0.368 0.190
H -2.843 1.068 3.296 -0.184 -0.247 -0.267
H -3.429 -0.605 3.168 -0.157 -0.488 -0.235
C 3.986 -1.589 4.101 4.186 -0.794 -0.043
C 3.613 -1.212 2.742 -1.581 0.639 -1.612
C 4.567 -0.810 1.819 0.272 1.009 -0.121
C 4.251 -0.411 0.526 -1.556 -0.308 -0.891
C 2.924 -0.439 0.191 -1.174 0.589 0.047
Br 2.090 0.191 -1.501 0.601 -0.380 0.753
N 1.902 -0.732 1.046 0.487 -0.131 -1.088
C 2.263 -1.174 2.246 1.888 -0.717 2.202
H 4.851 -2.368 4.009 -1.508 1.077 0.133
H 3.278 -2.028 4.704 -1.928 -0.856 1.120
H 4.516 -0.809 4.697 -0.621 -0.064 -0.672
H 5.584 -0.604 2.088 0.578 -0.520 0.432
H 4.949 -0.110 -0.222 0.702 0.163 -0.121
H 1.538 -1.574 2.936 -0.551 0.197 -0.081
```
Forces are in eV/Å.

The calculation puts the total energy at -9022.95019 Eh. For the relative energy (zero: lowest compared OMol25 entry of this formula, charge and spin), the calculation gives 118.3 kJ/mol. For the frontier orbital gap, the calculation gives 7.348 eV. As for the LUMO energy: -13.8 eV. As for the total charge: +4.

No. 2
Molecular formula: C6H8N2S3
Method: DFT, wB97M-V/def2-TZVPD

The geometry in XYZ format:
```
19
Properties=species:S:1:pos:R:3:forces:R:3
C -1.268 -1.357 0.197 -3.455 -0.172 -0.729
C -2.056 -0.266 -0.210 1.601 0.154 0.374
C 1.501 1.599 -0.182 0.318 -0.916 0.699
C 1.058 -0.744 -0.152 1.129 -0.832 -0.381
C -3.874 1.689 -0.788 1.355 2.868 -0.656
C 3.694 -0.762 0.997 -0.685 -1.251 -1.752
N 0.938 0.554 0.058 -0.074 2.021 -0.229
N 0.040 -1.569 -0.049 0.802 -0.971 -0.858
S 2.376 2.896 -0.266 -0.321 0.126 -0.186
S -3.586 0.228 0.227 0.471 -0.874 -0.071
S 2.618 -1.538 -0.446 0.491 1.655 1.139
H -1.752 -2.343 0.317 0.071 0.442 0.358
H -4.980 1.936 -0.846 1.395 -0.446 0.072
H -3.369 1.690 -1.824 -1.066 -0.638 1.515
H -3.296 2.602 -0.288 -1.470 -1.817 -0.741
H 3.209 -1.006 1.932 0.086 -0.248 0.127
H 3.846 0.328 0.929 0.096 -0.688 -0.450
H 4.550 -1.427 0.749 -0.074 1.015 0.839
H 0.350 -2.510 -0.356 -0.669 0.572 0.929
```
Forces are in eV/Å.

The calculation puts the total energy at -1537.32179 Eh. For the relative energy (zero: lowest compared OMol25 entry of this formula, charge and spin), the calculation gives 447.5 kJ/mol. For the frontier orbital gap (spin up / spin down), the calculation gives 5.712 / 6.474 eV. As for the LUMO energy (spin up / spin down): -0.7 / -0.5 eV. As for the total charge: 0.

No. 3
Molecular formula: C10H21ClOSi
Method: DFT, wB97M-V/def2-TZVPD

The geometry in XYZ format:
```
34
Properties=species:S:1:pos:R:3:forces:R:3
C -2.822 1.202 0.474 1.096 -0.815 -2.050
C -1.617 0.653 0.652 -1.930 -1.224 -4.785
C -0.667 -0.122 -0.348 -1.478 0.782 0.219
Cl -0.825 0.545 -2.028 -0.578 -0.320 0.029
C -0.918 -1.707 -0.419 -2.145 0.742 0.167
C -2.402 -2.115 -0.801 2.450 1.104 1.281
C -0.605 -2.413 0.896 -0.409 0.841 1.757
C 0.756 0.230 0.095 -0.165 -0.008 2.240
O 1.681 -0.373 -0.706 -0.827 -0.689 -0.827
Si 2.813 -1.472 -0.539 2.645 -0.076 0.839
C 1.302 1.682 0.240 1.620 -0.105 1.443
C 0.407 2.545 1.098 1.294 2.014 2.992
C 1.775 2.308 -1.074 -0.191 -1.906 -1.094
H -3.328 1.814 1.149 -0.551 0.371 1.687
H -3.352 1.169 -0.478 0.539 0.086 -0.195
H -1.270 0.485 1.556 1.588 -0.037 4.448
H -0.360 -2.003 -1.288 0.887 -0.536 0.027
H -3.079 -1.631 -0.153 -0.928 0.497 0.897
H -2.580 -1.791 -1.767 -0.610 0.369 -2.066
H -2.481 -3.165 -0.685 -0.167 -1.031 -0.128
H -1.187 -1.899 1.809 0.969 -1.180 -2.066
H 0.445 -2.204 1.122 0.048 -0.724 0.300
H -0.848 -3.519 0.909 0.449 1.390 -0.142
H 0.762 -0.197 1.164 0.304 0.510 -1.147
H 3.714 -1.030 -1.624 0.289 -0.212 0.147
H 2.622 -2.888 -0.712 -0.759 -0.729 -0.207
H 3.476 -1.418 0.862 -0.495 0.202 -0.858
H 2.267 1.476 0.896 -1.643 0.372 -1.357
H -0.317 3.061 0.529 -1.180 0.174 -0.632
H -0.068 1.950 1.930 0.518 0.851 -0.927
H 0.929 3.488 1.689 -0.634 -2.483 -1.573
H 2.250 3.231 -1.029 0.837 1.778 0.929
H 1.016 2.449 -1.835 -0.532 -0.105 0.237
H 2.511 1.657 -1.583 -0.312 0.096 0.416
```
Forces are in eV/Å.

The calculation puts the total energy at -1218.46244 Eh. For the relative energy (zero: lowest compared OMol25 entry of this formula, charge and spin), the calculation gives 0.0 kJ/mol. For the frontier orbital gap, the calculation gives 10.409 eV. As for the LUMO energy: 0.8 eV. As for the total charge: 0. The structure (SMILES) is C=C[C@](Cl)(C(C)C)[C@@H](O[SiH3])C(C)C.

No. 4
Molecular formula: C12H20ClNa2O16
Method: DFT, wB97M-V/def2-TZVPD

The geometry in XYZ format:
```
51
Properties=species:S:1:pos:R:3:forces:R:3
Na -2.668 0.117 -0.153 0.225 -0.417 -0.452
Na 0.988 -5.022 1.922 -0.300 0.759 -0.093
Cl -0.170 -1.871 1.389 -0.020 0.244 0.067
O -1.484 -1.392 1.759 -0.070 0.127 -0.428
O 0.503 -2.350 2.580 0.217 -0.390 0.002
O -0.290 -2.981 0.461 0.096 -0.454 0.066
O 0.580 -0.811 0.776 -0.154 -0.117 0.126
C 1.351 1.042 -3.256 -0.430 0.046 0.190
C 0.873 -0.009 -2.234 0.298 -0.008 -0.772
O -0.526 0.275 -2.094 -0.021 -0.063 0.447
C -0.905 1.266 -2.942 0.337 0.046 0.038
O -2.027 1.658 -3.021 -0.241 0.014 0.158
O 0.132 1.734 -3.626 0.237 -0.104 0.008
H 1.756 0.605 -4.162 0.145 0.012 0.033
H 2.037 1.761 -2.817 0.040 0.025 -0.106
H 1.384 0.052 -1.282 -0.145 0.061 0.105
H 0.990 -1.017 -2.632 -0.117 -0.036 0.094
C 0.833 1.615 4.858 -0.787 0.570 -0.450
C -0.249 0.964 3.951 1.078 0.179 0.197
O -1.465 1.521 4.399 -0.105 0.012 0.049
C -1.240 2.452 5.369 0.190 -0.307 -0.221
O -2.095 3.074 5.888 -0.319 0.312 0.226
O 0.077 2.554 5.638 0.071 -0.330 0.074
H 1.508 2.218 4.253 0.350 -0.264 0.138
H 1.357 0.924 5.510 0.039 0.002 0.061
H -0.258 -0.119 4.032 -0.191 -0.047 -0.011
H -0.045 1.261 2.922 -0.279 -0.164 -0.126
C -1.626 -3.104 -2.639 0.204 -0.277 0.593
O -2.358 -2.470 -3.675 -0.080 0.043 -0.305
C -3.169 -1.498 -3.296 0.106 0.115 -0.122
O -3.231 -1.060 -2.166 -0.195 0.169 0.685
O -3.868 -1.089 -4.328 0.064 -0.094 -0.076
C -4.777 -0.002 -4.107 -0.332 0.009 0.450
H -0.936 -3.788 -3.122 -0.017 0.009 -0.108
H -2.296 -3.666 -1.983 -0.013 0.029 -0.090
H -1.077 -2.396 -2.019 -0.037 0.085 -0.164
H -5.495 -0.039 -4.917 0.135 0.077 -0.179
H -4.235 0.938 -4.067 0.042 0.029 -0.130
H -5.314 -0.146 -3.168 0.083 -0.025 -0.046
C 3.782 -0.763 2.162 0.073 0.133 -0.660
O 3.235 0.401 1.518 -0.109 0.032 0.269
C 3.764 0.692 0.330 -0.154 0.216 -0.167
O 4.646 0.095 -0.207 0.281 -0.274 -0.098
O 3.191 1.762 -0.245 -0.224 -0.188 0.169
C 1.982 2.298 0.322 0.540 0.824 -0.727
H 4.807 -0.564 2.463 -0.054 0.017 0.252
H 3.807 -1.582 1.443 -0.099 -0.052 0.114
H 3.107 -0.970 2.982 0.095 -0.059 0.170
H 1.907 3.296 -0.113 0.027 -0.030 0.089
H 2.077 2.403 1.395 -0.349 -0.262 0.113
H 1.132 1.732 -0.050 -0.131 -0.234 0.553
```
Forces are in eV/Å.

The calculation puts the total energy at -2457.54889 Eh. For the relative energy (zero: lowest compared OMol25 entry of this formula, charge and spin), the calculation gives 0.0 kJ/mol. For the frontier orbital gap, the calculation gives 8.591 eV. As for the LUMO energy: -4.3 eV. As for the total charge: +1.

No. 5
Molecular formula: C18H15N3OPtS5
Method: DFT, wB97M-V/def2-TZVPD

The geometry in XYZ format:
```
43
Properties=species:S:1:pos:R:3:forces:R:3
Pt 0.905 0.211 0.710 0.099 0.222 -0.192
C 2.620 -1.691 -2.683 -0.051 -0.021 -0.029
C 2.272 -0.854 -1.504 -0.175 0.057 0.134
N 1.132 -0.879 -0.903 0.078 -0.116 -0.013
N 0.075 -1.666 -1.251 0.180 -0.033 -0.134
C -0.920 -1.475 -0.401 -0.141 0.132 0.116
O -0.915 -0.659 0.608 0.002 -0.256 -0.088
C -2.162 -2.253 -0.622 0.008 0.030 0.049
C -2.241 -3.203 -1.637 0.006 0.016 -0.010
C -3.409 -3.921 -1.822 0.000 -0.016 -0.020
C -4.504 -3.695 -0.998 -0.017 -0.008 0.006
C -4.428 -2.749 0.013 0.000 0.014 0.014
C -3.260 -2.029 0.204 0.005 -0.006 0.000
C 3.219 0.115 -0.907 -0.075 0.119 0.073
C 4.469 0.377 -1.437 -0.085 0.026 0.107
C 5.272 1.342 -0.839 -0.053 0.028 0.071
C 4.806 2.017 0.273 0.030 -0.037 -0.063
C 3.549 1.704 0.772 0.068 -0.033 0.043
N 2.781 0.783 0.203 0.079 -0.149 -0.047
H 1.789 -2.353 -2.912 0.010 0.007 0.000
H 3.510 -2.288 -2.479 0.006 -0.009 -0.003
H 2.825 -1.067 -3.555 0.000 0.007 -0.006
H -1.383 -3.367 -2.273 0.011 -0.003 -0.003
H -3.468 -4.659 -2.611 -0.001 -0.004 -0.003
H -5.416 -4.259 -1.144 -0.009 -0.002 -0.005
H -5.281 -2.571 0.655 -0.005 -0.002 0.004
H -3.186 -1.291 0.991 0.005 0.003 -0.001
H 4.806 -0.161 -2.311 -0.010 -0.008 -0.015
H 6.250 1.560 -1.247 0.007 0.015 0.000
H 5.394 2.779 0.764 0.021 -0.005 -0.004
H 3.140 2.176 1.656 -0.030 -0.003 -0.031
C -2.986 1.181 3.017 0.019 -0.002 0.001
S -2.320 2.585 3.950 -0.015 -0.033 -0.039
C -1.347 3.323 2.686 0.006 0.034 0.020
C -0.211 2.822 2.164 -0.137 -0.040 0.013
S 0.607 1.375 2.706 0.165 0.004 0.097
S 0.493 3.768 0.876 -0.072 -0.009 -0.058
C -0.664 5.062 0.845 0.168 0.147 0.173
S -0.530 6.368 -0.137 -0.068 -0.070 -0.055
S -1.907 4.843 2.026 -0.021 -0.034 -0.119
H -3.622 0.624 3.703 0.001 0.009 0.023
H -2.172 0.545 2.674 -0.009 0.006 -0.001
H -3.581 1.529 2.175 0.002 0.021 -0.004
```
Forces are in eV/Å.

The calculation puts the total energy at -3044.71630 Eh. For the relative energy (zero: lowest compared OMol25 entry of this formula, charge and spin), the calculation gives 0.0 kJ/mol. For the frontier orbital gap, the calculation gives 5.988 eV. As for the LUMO energy: -1.4 eV. As for the total charge: 0.

No. 6
Molecular formula: C13H9Br15FNO4S
Method: DFT, wB97M-V/def2-TZVPD

The geometry in XYZ format:
```
44
Properties=species:S:1:pos:R:3:forces:R:3
O 0.607 -1.856 1.324 0.096 -0.347 0.203
C -0.023 -1.549 0.359 -0.385 -0.133 0.251
N -0.909 -0.434 0.314 -0.582 -0.298 -0.779
C -1.243 -0.192 -1.049 -0.248 -1.106 -0.345
O -1.745 0.780 -1.512 -0.515 0.529 0.241
C -0.806 -1.406 -1.830 0.361 -0.073 0.085
C -0.043 -2.199 -0.989 -0.039 0.220 -0.148
C 0.522 -3.388 -1.422 -0.068 0.370 -0.035
C 0.312 -3.740 -2.749 0.332 -0.375 0.169
C -0.458 -2.970 -3.613 -0.203 0.227 0.118
C -1.037 -1.796 -3.144 -0.192 0.447 0.354
S -2.048 -0.826 -4.231 0.581 0.036 -1.145
O -2.456 -1.660 -5.306 -0.253 -0.257 0.258
O -1.448 0.423 -4.532 0.007 0.136 0.493
F -3.296 -0.548 -3.345 -0.014 -0.198 0.095
H -1.754 -0.506 0.873 0.362 0.413 0.565
H 1.094 -4.003 -0.741 0.056 -0.023 -0.068
H 0.769 -4.654 -3.107 -0.102 0.003 -0.124
H -0.628 -3.275 -4.635 -0.036 -0.037 0.010
C 2.116 2.777 0.176 0.108 -0.052 0.011
Br 2.526 4.255 -0.987 -0.013 -0.092 0.028
Br 1.207 1.357 -0.755 0.748 0.684 -0.197
Br 3.675 2.118 1.090 -0.149 -0.020 -0.160
H 1.435 3.144 0.930 -0.022 -0.013 -0.021
C -2.827 3.545 -3.183 0.084 -0.121 0.024
Br -3.862 3.476 -4.805 0.021 0.019 0.053
Br -1.719 5.119 -3.107 -0.043 -0.044 0.003
Br -3.943 3.385 -1.621 0.071 0.036 -0.199
H -2.166 2.687 -3.190 -0.022 -0.005 0.003
C -6.623 1.250 1.149 -0.010 0.058 -0.023
Br -5.352 -0.199 1.077 -0.025 0.018 0.006
Br -7.827 1.065 2.637 0.070 -0.006 -0.039
Br -5.749 2.964 1.149 -0.106 -0.068 0.195
H -7.216 1.195 0.247 0.022 -0.018 -0.007
C 5.618 2.083 4.573 -0.084 0.025 0.023
Br 5.990 0.660 3.327 0.066 -0.040 0.072
Br 6.876 2.107 6.029 -0.027 -0.005 -0.089
Br 5.508 3.778 3.674 0.166 0.064 0.187
H 4.644 1.886 4.996 0.009 -0.035 -0.004
C 4.563 -2.917 5.156 0.023 0.046 -0.069
Br 3.979 -2.158 6.826 0.014 -0.016 -0.044
Br 4.914 -4.804 5.314 -0.027 0.055 0.011
Br 3.325 -2.537 3.734 -0.032 -0.006 0.021
H 5.499 -2.439 4.901 -0.002 0.003 0.017
```
Forces are in eV/Å.

The calculation puts the total energy at -39964.70760 Eh. For the frontier orbital gap, the calculation gives 8.722 eV. As for the LUMO energy: -1.2 eV. As for the total charge: 0.

No. 7
Molecular formula: C2H4N3
Method: DFT, wB97M-V/def2-TZVPD

The geometry in XYZ format:
```
9
Properties=species:S:1:pos:R:3:forces:R:3
N 0.232 -2.170 0.540 -0.380 1.505 -0.795
C 0.152 -1.134 0.028 0.399 -2.112 1.326
N 0.380 -0.011 -0.487 1.652 0.061 -0.324
C 0.110 1.291 0.103 -0.164 0.071 0.252
N -0.346 0.954 -1.177 -2.686 0.547 -2.612
H 0.521 -2.834 1.210 0.009 -1.008 0.418
H -0.585 1.196 0.880 -0.817 0.405 1.281
H 0.909 1.991 0.163 0.680 0.215 0.101
H -1.373 0.717 -1.260 1.307 0.317 0.353
```
Forces are in eV/Å.

The calculation puts the total energy at -242.46198 Eh. For the relative energy (zero: lowest compared OMol25 entry of this formula, charge and spin), the calculation gives 360.8 kJ/mol. For the frontier orbital gap, the calculation gives 10.321 eV. As for the LUMO energy: -5.2 eV. As for the total charge: +1. The structure (SMILES) is N=C=[N+]1CN1.

No. 8
Molecular formula: C2H11N3O2
Method: DFT, wB97M-V/def2-TZVPD

The geometry in XYZ format:
```
18
Properties=species:S:1:pos:R:3:forces:R:3
H -1.477 -1.294 -1.461 -0.362 0.664 0.806
N -0.670 -0.831 -1.053 1.338 -0.004 1.628
C -0.716 0.042 -0.079 -2.531 -0.370 -3.945
N -1.893 0.701 0.180 -0.935 0.474 0.928
N 0.378 0.665 0.425 2.156 2.311 -1.047
C 1.642 -0.035 0.070 2.409 0.488 -0.642
H -2.100 1.371 0.916 0.856 -0.398 0.036
H -2.696 0.153 -0.007 -0.681 -0.324 -0.430
H 0.357 1.729 0.071 0.155 -3.189 1.237
H 1.595 -0.971 -0.549 -0.726 0.964 0.946
H 2.423 0.566 -0.499 -1.497 0.000 0.271
H 2.233 -0.198 0.970 -0.397 -0.461 0.339
O -0.754 0.615 3.833 0.090 2.706 -2.437
H -0.638 -0.289 3.633 0.210 -1.787 -0.138
H -0.621 1.028 2.898 -0.190 -0.964 2.502
O 1.355 -1.087 -3.236 0.975 -0.131 -0.730
H 0.667 -1.716 -3.420 -0.357 -0.475 -0.075
H 0.915 -0.449 -2.692 -0.515 0.496 0.751
```
Forces are in eV/Å.

The calculation puts the total energy at -397.50385 Eh. For the relative energy (zero: lowest compared OMol25 entry of this formula, charge and spin), the calculation gives 168.3 kJ/mol. For the frontier orbital gap, the calculation gives 9.854 eV. As for the LUMO energy: 0.4 eV. As for the total charge: 0. The structure (SMILES) is [H]/N=C(\N)NC.O.O.